1.
The molecule C3H4OS2 in a non-equilibrium geometry. Source: the Open Molecules 2025 dataset; level of theory: the ωB97M-V functional and the def2-TZVPD basis.

Geometry as ORCA input:
```
! wB97M-V def2-TZVPD RIJCOSX def2/J DEFGRID3
* xyz 0 1
H -0.393 -0.813 1.077
C 0.402 -0.798 0.293
C -0.390 1.438 -0.408
S -1.278 1.385 1.076
O 0.309 0.228 -0.584
S -0.441 2.610 -1.534
C 1.165 -1.786 -0.067
H 1.676 -1.821 -0.970
H -2.103 2.166 0.539
H 1.052 -2.608 0.577
*
```

Computed properties:
**Energy above the lowest of the compared OMol25 structures with the same formula, charge and spin**: 217.0 kJ/mol
**Kohn-Sham gap**: 9.02 eV
**E_LUMO**: -0.006 Ha
**Energy**: -26891.6404 eV
**SMILES**: C=COC(=S)S



2.
C12H13AsCl2N2O10S5SbTc as an isolated structure. Source: the Open Molecules 2025 dataset; level of theory: the ωB97M-V functional and the def2-TZVPD basis.

Geometry as ORCA input:
```
! wB97M-V def2-TZVPD RIJCOSX def2/J DEFGRID3
* xyz 0 1
O 0.720 0.897 -1.941
As -1.972 1.547 0.088
O 3.156 -1.803 1.521
O -0.516 0.978 0.677
S 0.957 2.467 2.898
H -1.424 1.565 -4.947
H 5.146 0.251 0.625
C 3.292 -0.620 1.281
O -0.521 -1.118 2.551
Tc 0.682 -0.459 -0.220
S -2.499 1.386 3.725
H -3.303 0.388 1.455
H 1.123 -5.435 0.235
S 1.016 4.439 0.351
O -1.067 -0.612 -1.580
H -4.156 4.425 -3.275
N 0.136 -1.594 1.443
O -3.290 0.512 0.488
H 0.101 -4.804 2.312
C -3.444 3.620 -3.153
H 2.084 -4.642 -1.021
C -1.915 2.022 -4.098
O -2.214 3.018 0.937
C 0.341 -2.875 1.442
S -0.444 0.255 -2.620
C -2.830 3.057 -4.258
O 2.446 0.185 0.750
C 1.767 -4.583 0.019
H -3.060 3.419 -5.250
O -0.193 -0.325 -3.894
H -1.083 -3.595 2.853
C -2.247 2.114 -1.717
H -0.644 -0.169 2.375
O 1.871 -1.780 -1.446
C -0.043 -3.759 2.574
S 1.862 3.055 1.305
C 4.660 0.048 1.575
H 0.571 -3.529 3.447
Cl 4.502 1.617 2.407
N 1.176 -2.249 -0.481
C 1.064 -3.295 0.258
C -1.628 1.555 -2.831
C -3.153 3.154 -1.876
H -3.627 3.601 -1.014
Cl 5.733 -1.003 2.499
Sb -1.788 3.315 2.880
H 2.654 -4.643 0.653
*
```

Computed properties:
**Energy above the lowest of the compared OMol25 structures with the same formula, charge and spin**: 12.3 kJ/mol
**Kohn-Sham gap**: 4.83 eV
**E_LUMO**: -0.111 Ha
**Energy**: -184904.8868 eV



3.
An isolated ion of composition C4H7N2 and charge -1 in a non-equilibrium geometry. Source: the Open Molecules 2025 dataset; level of theory: the ωB97M-V functional and the def2-TZVPD basis.

Geometry as ORCA input:
```
! wB97M-V def2-TZVPD RIJCOSX def2/J DEFGRID3
* xyz -1 1
C -1.768 0.447 3.089
H -1.164 0.378 -0.398
H -1.194 -1.537 -0.021
H 2.540 -0.478 -0.779
C -0.787 -0.468 0.318
C -1.399 -0.136 1.839
N 0.781 -0.231 -2.075
H 1.635 1.156 -0.517
N 0.716 -0.576 0.454
H -2.382 1.068 3.902
C 1.447 0.001 -0.737
H 0.124 0.596 -2.198
H 1.451 -0.219 -2.875
*
```

Computed properties:
**Kohn-Sham gap**: 5.84 eV
**E_LUMO**: 0.157 Ha
**Energy**: -7235.0826 eV



4.
C4H8O2 as an isolated structure. Source: the Open Molecules 2025 dataset; level of theory: the ωB97M-V functional and the def2-TZVPD basis.

Geometry as ORCA input:
```
! wB97M-V def2-TZVPD RIJCOSX def2/J DEFGRID3
* xyz 0 1
H 2.277 -0.199 0.730
H -2.134 0.299 0.345
O -0.109 0.308 -1.455
C 1.277 -0.044 0.335
C 1.088 0.896 -0.842
H 1.870 0.912 -1.617
O 0.748 -1.266 -0.190
H -1.686 -1.061 1.402
H -0.062 0.127 0.961
H -1.003 -1.560 -1.252
H 0.853 1.921 -0.541
H -1.455 0.600 1.924
C -1.384 -0.068 1.055
C -0.279 -0.863 -0.855
*
```

Computed properties:
**Energy above the lowest of the compared OMol25 structures with the same formula, charge and spin**: 526.9 kJ/mol
**Kohn-Sham gap**: 8.24 eV
**E_LUMO**: 0.035 Ha
**Energy**: -8367.8206 eV



5.
A 5-piece molecular cluster, C6H24N2O4 overall in a non-equilibrium geometry. Source: the Open Molecules 2025 dataset; level of theory: the ωB97M-V functional and the def2-TZVPD basis.

Geometry as ORCA input:
```
! wB97M-V def2-TZVPD RIJCOSX def2/J DEFGRID3
* xyz 0 1
H 4.175 0.215 -1.167
H -2.916 1.899 0.912
N 0.272 -1.698 -1.609
C 0.583 -0.994 0.872
O -0.367 0.550 -3.364
H -0.007 0.839 -4.209
H -1.876 -0.469 0.621
H -1.310 2.476 1.262
O -2.891 -0.403 -2.781
H 0.667 1.355 2.416
C 0.822 1.293 -0.132
H -1.940 -0.562 -2.836
H 0.567 2.329 0.127
H 1.121 -1.467 3.031
H -0.509 -0.835 2.773
N 0.117 0.414 0.768
H 0.707 1.091 -1.201
H 1.683 -1.007 0.852
H -3.211 -0.973 -2.087
O 3.534 -0.371 -1.589
H -0.597 1.439 -3.043
H -0.055 -0.786 -1.922
H 2.794 -0.369 -0.978
H -1.595 0.888 -0.469
C 0.273 -1.433 2.314
H 1.368 1.331 3.857
H 1.245 -1.716 -1.905
H -0.984 -2.158 -0.063
C 0.100 -1.987 -0.198
H -2.007 1.405 2.435
H -0.151 -2.450 2.337
H 0.570 -2.964 -0.048
C -1.982 1.599 1.373
O 1.228 1.855 3.052
H 1.911 1.197 0.068
C -1.338 0.467 0.528
*
```

Computed properties:
**Energy above the lowest of the compared OMol25 structures with the same formula, charge and spin**: 107.5 kJ/mol
**Kohn-Sham gap**: 9.11 eV
**E_LUMO**: 0.014 Ha
**Energy**: -17780.7485 eV
**SMILES**: CCN(C)[C@@H](C)CN.O.O.O.O



6.
C8H21CuF3O4P2S as an isolated structure in a non-equilibrium geometry. Source: the Open Molecules 2025 dataset; level of theory: the ωB97M-V functional and the def2-TZVPD basis.

Geometry as ORCA input:
```
! wB97M-V def2-TZVPD RIJCOSX def2/J DEFGRID3
* xyz 0 2
O -1.151 -2.208 -1.790
H 4.511 0.707 -1.086
H 2.365 -2.552 -1.213
C 2.850 -1.663 -1.637
F 0.985 -5.548 1.619
H -3.348 -0.532 -0.451
H -2.863 3.447 -0.743
H -0.318 0.401 3.732
H -1.148 3.595 -0.265
H -3.038 0.246 -2.028
C -0.524 -1.623 -1.018
C -3.234 0.433 -0.966
H 0.227 0.518 -2.102
C 3.488 1.085 -1.016
F -0.720 -5.701 0.213
H -0.585 0.809 4.301
H 2.617 0.037 1.776
O 0.105 -2.872 2.537
F -1.072 -5.679 2.395
H -3.411 2.022 1.434
H 3.407 1.875 -0.264
C 2.812 -0.792 1.080
P -1.777 1.269 -0.222
O -1.847 -3.064 1.048
C -2.442 1.491 1.461
H 2.449 -1.491 -2.647
H 2.168 -1.640 1.346
O 0.444 -3.031 0.119
H 3.949 -1.724 -1.644
H -1.588 3.002 -1.904
H -2.594 0.504 1.916
P 2.355 -0.264 -0.589
H 3.189 1.513 -1.985
H -4.163 1.014 -0.857
H -1.724 2.032 2.091
S -0.447 -3.332 1.291
C -1.861 2.993 -0.844
H 3.871 -1.095 1.090
Cu 0.159 0.198 -0.607
C -0.310 -5.175 1.392
*
```

Computed properties:
**Kohn-Sham gap (spin up / spin down)**: 8.90 / 7.52 eV
**E_LUMO (spin up / spin down)**: 0.010 / -0.067 Ha
**Expectation value of S²**: 0.755
**Energy**: -99029.8020 eV



7.
The molecule C6H12. Source: the Open Molecules 2025 dataset; level of theory: the ωB97M-V functional and the def2-TZVPD basis.

Geometry as ORCA input:
```
! wB97M-V def2-TZVPD RIJCOSX def2/J DEFGRID3
* xyz 0 1
C 1.706 0.042 -0.103
C 0.928 -1.012 -0.933
H 0.880 2.012 0.098
H 2.389 -0.440 0.610
H 1.001 -2.001 -0.463
H -1.240 1.469 -0.356
C -0.545 -0.537 -1.017
C -0.748 0.583 0.055
H 2.350 0.609 -0.782
H -2.678 -0.024 0.778
H 1.351 -1.140 -1.937
H -1.203 -1.387 -0.794
H -1.684 0.765 2.016
C -1.660 0.066 1.174
H -0.805 -0.220 -2.034
H 0.663 1.110 1.614
H -1.368 -0.923 1.552
C 0.661 1.026 0.522
*
```

Computed properties:
**Energy above the lowest of the compared OMol25 structures with the same formula, charge and spin**: 39.2 kJ/mol
**Kohn-Sham gap**: 11.98 eV
**E_LUMO**: 0.042 Ha
**Energy**: -6416.5348 eV
**SMILES**: CC1CCCC1